No. 1
{
  "formula": "C2H2N2OS2",
  "method": "ωB97M-V/def2-TZVPD",
  "relative_energy_kcal_mol": 70.2,
  "homo_ev": -7.908,
  "gap_ha": 0.2899,
  "species": ["C", "C", "N", "N", "O", "S", "S", "H", "H"],
  "xyz": [[-0.481, 1.067, 0.031], [-1.252, -0.948, 0.180], [0.736, 0.673, -0.275], [1.278, -0.584, -0.128], [-2.416, -1.056, 0.163], [-1.444, 2.328, -0.166], [0.053, -1.912, -0.187], [1.591, 1.210, -0.240], [1.934, -0.777, 0.622]],
  "atomic_forces_ev_per_a": [[-1.0, -3.1, -0.4], [-0.2, 3.7, -0.4], [1.4, 1.2, 1.0], [-1.2, -3.9, -0.9], [-0.8, -0.4, 0.4], [0.4, -0.2, 0.4], [2.3, 0.5, -0.1], [-0.5, 1.4, -0.5], [-0.5, 0.7, 0.5]],
  "lowdin_charge": [-0.77, -0.68, -0.15, -0.33, 0.03, 0.66, 1.01, 0.15, 0.08]
}



No. 2
{
  "formula": "C32H77F3N4O17PSi",
  "method": "ωB97M-V/def2-TZVPD",
  "charge": -1,
  "homo_ev": -5.634,
  "gap_ha": 0.2735,
  "species": ["C", "C", "O", "C", "C", "O", "P", "N", "C", "C", "C", "O", "C", "F", "F", "F", "O", "C", "N", "N", "C", "C", "O", "C", "C", "O", "C", "C", "C", "C", "C", "N", "C", "Si", "C", "C", "C", "O", "H", "H", "H", "H", "H", "H", "H", "H", "H", "H", "H", "H", "H", "H", "H", "H", "H", "H", "H", "H", "H", "H", "H", "H", "H", "H", "H", "H", "H", "H", "H", "H", "H", "H", "H", "H", "H", "C", "O", "H", "H", "H", "H", "C", "O", "H", "H", "H", "H", "C", "O", "H", "H", "H", "H", "C", "O", "H", "H", "H", "H", "C", "O", "H", "H", "H", "H", "C", "O", "H", "H", "H", "H", "C", "O", "H", "H", "H", "H", "C", "O", "H", "H", "H", "H", "C", "O", "H", "H", "H", "H", "C", "O", "H", "H", "H", "H"],
  "xyz": [[-4.987, 3.769, -2.070], [-4.433, 2.799, -3.085], [-3.022, 2.759, -3.046], [-2.536, 1.526, -3.518], [-1.112, 1.621, -4.006], [-0.168, 2.010, -3.049], [0.532, 0.800, -2.067], [2.024, 0.631, -3.043], [1.801, 0.631, -4.499], [2.807, -0.519, -2.759], [4.080, -0.281, -1.977], [2.568, -1.648, -3.182], [1.334, 2.393, -1.092], [2.455, 2.912, -1.697], [1.756, 2.137, 0.166], [0.547, 3.477, -1.038], [-0.797, 1.024, -0.925], [-0.974, 0.068, 0.009], [-2.020, -0.907, -0.338], [-1.443, 0.718, 1.286], [-2.816, 1.147, 1.244], [-3.465, 1.226, 2.617], [-3.451, 1.442, 0.257], [-0.683, 1.889, 1.738], [0.447, 1.763, 2.722], [-1.042, 3.006, 1.394], [0.368, -0.775, 0.081], [1.027, -0.905, 1.425], [0.296, -1.262, 2.546], [1.001, -1.404, 3.727], [2.346, -1.155, 3.743], [3.098, -0.809, 2.693], [2.391, -0.718, 1.558], [0.273, -2.647, -0.476], [2.047, -3.320, -0.433], [-0.764, -3.739, 0.674], [-0.359, -2.928, -2.218], [1.243, -0.267, -0.907], [-5.141, 3.284, -1.117], [-5.970, 4.087, -2.416], [-4.385, 4.666, -1.974], [-4.839, 1.811, -2.851], [-4.768, 3.022, -4.099], [-2.623, 0.719, -2.786], [-3.140, 1.217, -4.382], [-1.100, 2.384, -4.790], [-0.876, 0.692, -4.525], [-0.127, -0.253, -2.739], [2.747, 0.413, -4.983], [1.034, -0.064, -4.841], [1.504, 1.630, -4.800], [3.902, 0.500, -1.242], [4.347, -1.191, -1.453], [4.895, -0.028, -2.646], [-2.727, -0.499, -0.931], [-2.411, -1.349, 0.478], [-3.399, 2.245, 2.982], [-2.977, 0.556, 3.316], [-4.515, 1.005, 2.471], [1.353, 1.345, 2.304], [0.168, 1.180, 3.594], [0.676, 2.762, 3.068], [-0.766, -1.428, 2.525], [0.502, -1.705, 4.633], [2.863, -1.245, 4.693], [2.942, -0.464, 0.667], [2.700, -2.465, -0.537], [2.182, -3.823, 0.519], [2.159, -3.991, -1.275], [-0.704, -4.748, 0.260], [-1.822, -3.497, 0.696], [-0.353, -3.821, 1.675], [-0.419, -3.996, -2.416], [-1.374, -2.557, -2.321], [0.231, -2.451, -2.994], [3.123, 6.090, -1.572], [1.727, 6.288, -1.419], [3.630, 7.020, -1.320], [3.465, 5.297, -0.899], [3.365, 5.819, -2.605], [1.300, 5.452, -1.641], [5.787, 6.506, 0.984], [4.634, 7.281, 1.289], [6.664, 7.145, 1.063], [5.884, 5.679, 1.693], [5.727, 6.112, -0.034], [3.873, 6.698, 1.212], [1.947, 5.236, -6.034], [2.171, 3.846, -5.840], [1.429, 5.361, -6.982], [1.326, 5.646, -5.232], [2.894, 5.784, -6.071], [2.623, 3.739, -4.997], [-4.471, 6.039, -5.406], [-5.566, 5.128, -5.386], [-4.270, 6.337, -4.380], [-3.577, 5.564, -5.816], [-4.714, 6.929, -5.995], [-5.743, 4.861, -6.290], [3.694, -6.567, 0.426], [2.292, -6.387, 0.578], [4.170, -5.607, 0.608], [4.076, -7.298, 1.147], [3.937, -6.896, -0.588], [1.866, -7.232, 0.415], [5.415, -2.792, 5.992], [4.146, -2.587, 6.609], [5.332, -2.474, 4.956], [6.188, -2.198, 6.487], [5.694, -3.848, 6.020], [4.214, -2.866, 7.525], [-0.556, -0.214, 7.747], [-0.381, -1.478, 7.105], [-1.620, 0.010, 7.779], [-0.166, -0.253, 8.768], [-0.041, 0.569, 7.187], [0.564, -1.657, 7.088], [-3.653, -5.195, -3.279], [-2.591, -5.492, -2.386], [-3.234, -4.659, -4.127], [-4.131, -6.112, -3.639], [-4.405, -4.563, -2.797], [-2.962, -5.965, -1.634], [-3.388, -7.095, 1.412], [-2.895, -7.596, 0.170], [-4.099, -6.303, 1.192], [-3.895, -7.884, 1.974], [-2.575, -6.684, 2.014], [-2.264, -8.292, 0.367], [-3.928, -2.533, 6.800], [-3.435, -2.348, 8.122], [-4.945, -2.910, 6.874], [-3.938, -1.587, 6.251], [-3.316, -3.257, 6.256], [-2.536, -2.016, 8.045]],
  "atomic_forces_ev_per_a": [[-0.6, 0.2, -0.4], [0.1, -0.4, 0.2], [0.1, -0.1, 0.2], [0.0, -0.2, -0.3], [-0.3, 0.7, -0.4], [0.6, -1.0, 0.1], [0.2, 1.8, 1.0], [0.1, -0.8, -0.7], [-0.2, 0.7, 0.3], [0.1, -1.3, 0.0], [-0.7, -0.1, 0.6], [0.2, 1.3, 0.0], [0.4, -0.3, -1.5], [0.4, -0.2, -0.2], [-0.2, -0.1, 0.4], [-0.7, 0.1, 0.5], [0.0, -0.4, -0.6], [-0.2, -0.8, 0.2], [0.4, 0.1, -0.7], [0.4, 0.6, 0.1], [-0.6, 0.7, -0.4], [0.3, 0.1, -0.4], [0.5, -0.7, 0.6], [-0.3, 1.5, -0.4], [0.0, 0.1, 0.3], [0.1, -1.5, 0.6], [0.2, -0.7, 0.2], [-0.6, 0.5, -0.4], [0.6, -0.3, 0.2], [-0.7, -0.2, -0.2], [1.2, 0.1, 0.8], [-1.1, -0.2, -0.2], [1.0, 0.1, -0.2], [-0.4, -0.2, -0.5], [-1.0, 0.6, 0.3], [0.3, -0.2, -0.2], [-0.4, 0.3, 0.0], [-0.1, 0.6, 0.1], [0.4, 0.0, 0.4], [-0.1, 0.1, 0.0], [0.3, 0.0, 0.1], [0.0, -0.2, 0.1], [0.0, 0.3, -0.2], [-0.1, 0.2, 0.4], [0.0, -0.1, -0.2], [0.1, 0.2, 0.0], [0.1, -0.3, 0.2], [-0.1, 0.0, 0.0], [0.1, -0.2, -0.2], [0.1, -0.3, 0.0], [-0.1, 0.1, -0.1], [0.2, 0.3, -0.1], [0.1, -0.2, 0.0], [0.0, 0.3, -0.2], [-0.1, 0.2, 0.3], [-0.2, 0.0, 0.0], [0.1, 0.2, 0.1], [-0.1, -0.1, 0.2], [-0.2, -0.2, 0.2], [-0.1, -0.1, -0.1], [-0.1, -0.3, -0.1], [0.0, 0.3, -0.1], [-0.2, 0.0, -0.1], [-0.1, 0.0, 0.2], [0.2, 0.0, 0.0], [0.1, 0.1, -0.1], [0.4, 0.0, -0.1], [0.3, -0.2, 0.1], [0.2, -0.2, -0.1], [0.1, -0.1, -0.2], [-0.2, 0.2, 0.1], [0.0, 0.2, 0.3], [0.2, -0.2, 0.0], [-0.2, 0.1, 0.1], [0.3, 0.0, 0.1], [-0.3, -0.1, 0.0], [0.2, 0.1, -0.1], [-0.1, 0.0, 0.0], [0.2, 0.0, -0.1], [0.2, 0.0, 0.1], [-0.1, -0.1, 0.2], [-0.4, -0.1, 0.0], [0.2, 0.0, 0.0], [0.0, 0.1, 0.0], [0.2, -0.1, -0.1], [0.1, -0.1, 0.0], [-0.1, 0.1, 0.0], [0.1, -0.2, 0.2], [0.1, 0.2, -0.1], [0.0, 0.0, 0.0], [0.0, 0.1, -0.1], [-0.1, 0.1, 0.0], [-0.1, -0.1, 0.1], [-0.1, -0.2, -0.2], [0.0, 0.1, 0.0], [0.0, 0.0, 0.0], [0.1, 0.1, 0.1], [0.1, 0.0, 0.0], [0.0, 0.0, 0.0], [-0.2, -0.1, 0.0], [0.1, 0.0, 0.1], [0.0, 0.0, 0.0], [0.1, 0.0, 0.0], [0.1, 0.0, 0.0], [0.0, 0.0, 0.0], [-0.1, 0.0, 0.2], [0.0, 0.0, 0.0], [-0.1, 0.0, 0.0], [0.1, 0.0, -0.1], [0.1, 0.0, -0.1], [0.0, 0.0, 0.0], [0.3, -0.2, -0.1], [-0.2, 0.1, 0.2], [0.0, 0.0, 0.0], [-0.1, 0.1, 0.0], [-0.1, 0.1, 0.1], [0.0, -0.1, -0.1], [0.1, -0.1, 0.3], [-0.1, 0.0, -0.1], [0.0, 0.0, 0.0], [-0.1, 0.1, -0.1], [0.0, 0.0, -0.1], [0.2, -0.1, 0.1], [0.2, -0.2, 0.0], [-0.2, 0.2, 0.0], [0.0, 0.0, 0.0], [0.0, 0.1, 0.0], [-0.1, 0.1, 0.0], [0.1, 0.0, -0.1], [0.2, 0.1, 0.1], [-0.1, 0.0, 0.0], [0.0, 0.0, 0.0], [-0.1, 0.0, -0.1], [-0.1, 0.0, -0.1], [0.1, -0.1, 0.0]],
  "lowdin_charge": [-0.07, -0.29, -0.11, -0.22, -0.26, -0.26, 0.73, -0.16, -0.10, -0.52, 0.00, 0.05, -0.52, 0.03, 0.08, 0.09, -0.13, -0.49, 0.12, 0.09, -0.45, 0.01, 0.11, -0.39, 0.01, 0.12, -0.34, -0.21, -0.05, -0.07, -0.17, 0.09, -0.11, 0.63, -0.14, -0.17, -0.17, -0.27, 0.06, 0.07, 0.08, 0.11, 0.10, 0.11, 0.12, 0.13, 0.10, 0.09, 0.09, 0.07, 0.06, 0.07, 0.07, 0.08, 0.08, 0.08, 0.09, 0.07, 0.08, 0.06, 0.08, 0.09, 0.11, 0.09, 0.08, 0.10, 0.00, 0.02, 0.04, 0.02, 0.01, 0.02, 0.02, 0.01, 0.01, -0.18, -0.12, 0.07, 0.07, 0.07, 0.05, -0.17, -0.13, 0.07, 0.08, 0.07, 0.07, -0.16, -0.13, 0.07, 0.08, 0.07, 0.07, -0.15, -0.14, 0.08, 0.08, 0.07, 0.07, -0.16, -0.13, 0.08, 0.07, 0.08, 0.07, -0.15, -0.14, 0.08, 0.07, 0.07, 0.07, -0.14, -0.14, 0.07, 0.08, 0.08, 0.07, -0.16, -0.13, 0.08, 0.07, 0.07, 0.04, -0.15, -0.13, 0.08, 0.07, 0.08, 0.07, -0.16, -0.13, 0.07, 0.07, 0.08, 0.03]
}



No. 3
{
  "formula": "C5H8N2",
  "method": "ωB97M-V/def2-TZVPD",
  "relative_energy_kcal_mol": 77.1,
  "homo_ev": -9.165,
  "gap_ha": 0.3731,
  "species": ["C", "C", "C", "N", "C", "C", "N", "H", "H", "H", "H", "H", "H", "H", "H"],
  "xyz": [[-1.421, -1.153, 0.739], [-1.040, 0.270, 0.625], [-1.153, 1.556, -0.032], [-0.283, 1.130, 1.137], [2.531, -0.086, 0.241], [1.787, -0.575, -0.717], [1.047, -1.098, -1.553], [-2.486, -1.235, 0.980], [-0.830, -1.644, 1.517], [-1.242, -1.653, -0.218], [0.941, -0.556, -2.411], [-0.643, 1.745, -0.979], [-1.979, 2.231, 0.192], [3.592, -0.299, 0.282], [2.063, 0.548, 0.988]],
  "atomic_forces_ev_per_a": [[0.0, 0.0, 0.0], [0.3, 0.2, 0.2], [-0.2, 0.2, -0.3], [-0.3, -0.5, -0.1], [-0.1, -0.1, -0.1], [-0.2, -0.1, -0.2], [0.4, 0.3, 0.4], [0.1, 0.0, -0.1], [-0.1, 0.1, -0.1], [0.0, 0.1, 0.1], [0.0, 0.0, 0.1], [-0.1, 0.0, 0.2], [0.1, -0.1, 0.0], [-0.1, 0.0, 0.0], [0.1, -0.1, -0.1]],
  "lowdin_charge": [-0.03, -0.39, -0.12, 0.14, 0.00, -0.28, 0.13, 0.08, 0.08, 0.07, 0.07, 0.07, 0.08, 0.05, 0.04]
}



No. 4
{
  "formula": "C26H35BCrN12OS",
  "method": "ωB97M-V/def2-TZVPD",
  "charge": 1,
  "relative_energy_kcal_mol": 3.3,
  "s_squared": 0.759,
  "spin_multiplicity": 2,
  "homo_ev": [-11.121, -10.843],
  "gap_ha": [0.3015, 0.2959],
  "species": ["Cr", "C", "C", "N", "N", "C", "B", "N", "C", "C", "C", "N", "N", "C", "C", "C", "N", "N", "C", "C", "C", "N", "H", "H", "H", "H", "H", "H", "H", "H", "H", "H", "H", "H", "C", "C", "C", "C", "N", "N", "C", "H", "H", "H", "H", "H", "H", "H", "H", "C", "C", "C", "C", "N", "C", "S", "N", "C", "H", "H", "H", "H", "H", "H", "H", "H", "C", "C", "C", "O", "H", "H", "H", "H", "H", "H", "H"],
  "xyz": [[0.084, 0.212, 0.168], [3.331, 2.383, 1.866], [1.969, 2.254, 1.638], [1.710, 1.089, 1.035], [2.902, 0.464, 0.849], [3.881, 1.222, 1.346], [3.052, -0.878, 0.042], [2.101, -1.910, 0.687], [2.280, -3.135, 1.195], [1.094, -3.540, 1.782], [0.225, -2.470, 1.597], [0.835, -1.496, 0.925], [2.521, -0.594, -1.389], [2.984, -0.789, -2.633], [2.119, -0.189, -3.525], [1.118, 0.356, -2.725], [1.352, 0.090, -1.443], [4.501, -1.290, 0.094], [5.543, -1.021, -0.741], [6.693, -1.440, -0.130], [6.259, -1.950, 1.110], [4.950, -1.851, 1.252], [3.850, 3.197, 2.340], [1.153, 2.927, 1.850], [4.905, 0.886, 1.309], [3.236, -3.624, 1.135], [0.899, -4.470, 2.288], [-0.803, -2.356, 1.899], [3.880, -1.353, -2.819], [2.203, -0.153, -4.597], [0.241, 0.914, -3.010], [5.411, -0.516, -1.681], [7.697, -1.380, -0.512], [6.849, -2.381, 1.905], [-4.967, 0.204, 2.091], [-3.501, 0.391, 2.299], [-2.779, 0.829, 3.392], [-1.428, 0.763, 3.009], [-1.337, 0.323, 1.757], [-2.604, 0.100, 1.349], [-0.227, 1.084, 3.836], [-5.524, 0.735, 2.860], [-5.241, -0.850, 2.146], [-5.278, 0.581, 1.116], [-3.170, 1.129, 4.350], [-2.698, -0.216, 0.389], [-0.406, 0.815, 4.876], [-0.004, 2.152, 3.798], [0.647, 0.542, 3.484], [-3.627, 6.556, -0.355], [-2.727, 5.623, 0.385], [-2.282, 5.810, 1.662], [-1.442, 4.827, 2.210], [-1.059, 3.745, 1.555], [-1.473, 3.566, 0.280], [-1.063, 2.303, -0.745], [-2.334, 4.500, -0.245], [-0.929, 4.970, 3.606], [-3.853, 7.432, 0.245], [-4.563, 6.055, -0.609], [-3.156, 6.882, -1.284], [-2.577, 6.682, 2.226], [-2.576, 4.363, -1.219], [-1.129, 5.958, 4.015], [0.145, 4.783, 3.621], [-1.402, 4.225, 4.247], [-0.818, -2.899, -1.477], [-1.324, -1.522, -1.863], [-2.772, -1.550, -2.317], [-1.226, -0.598, -0.783], [-0.980, -3.601, -2.296], [-1.352, -3.268, -0.598], [0.249, -2.881, -1.249], [-0.711, -1.164, -2.692], [-3.411, -1.943, -1.520], [-2.891, -2.191, -3.191], [-3.113, -0.546, -2.573]],
  "atomic_forces_ev_per_a": [[-0.9, -0.5, -0.3], [0.1, 0.0, 0.0], [-0.1, -0.1, -0.1], [0.1, 0.3, 0.0], [-0.2, 0.0, 0.0], [0.1, 0.1, 0.1], [0.0, 0.1, 0.1], [0.0, 0.1, 0.0], [0.0, -0.1, 0.0], [0.0, 0.0, 0.0], [0.0, 0.0, 0.0], [0.2, -0.1, 0.0], [-0.1, 0.1, 0.2], [0.0, 0.0, -0.1], [0.0, 0.0, 0.0], [0.0, 0.0, 0.0], [0.2, 0.0, -0.2], [-0.1, -0.2, -0.1], [-0.1, 0.1, 0.1], [0.0, 0.0, 0.1], [0.0, 0.0, 0.1], [0.1, 0.0, -0.3], [0.0, 0.0, 0.0], [0.0, 0.0, 0.0], [0.0, 0.0, 0.0], [0.0, 0.1, 0.0], [0.0, 0.0, 0.0], [0.0, 0.0, 0.0], [0.0, 0.0, 0.0], [0.0, 0.0, 0.0], [0.0, 0.0, 0.0], [0.0, 0.0, 0.0], [0.0, 0.0, 0.0], [0.0, 0.0, 0.0], [0.1, 0.0, 0.0], [-0.1, 0.1, 0.0], [0.0, 0.0, 0.0], [0.1, -0.1, 0.1], [0.0, 0.1, 0.0], [0.1, 0.1, 0.0], [-0.1, 0.0, 0.0], [0.0, 0.0, 0.0], [0.0, 0.0, 0.0], [0.0, 0.0, 0.0], [0.0, 0.0, 0.0], [-0.1, 0.0, 0.0], [0.0, 0.0, 0.0], [0.0, 0.0, 0.0], [0.0, 0.0, 0.0], [0.1, -0.1, 0.0], [-0.1, 0.2, 0.2], [-0.1, 0.0, -0.1], [0.0, 0.0, 0.2], [0.1, -0.2, -0.5], [-0.1, 0.2, 0.6], [0.3, -0.1, -0.1], [0.2, 0.0, -0.4], [0.0, 0.0, 0.1], [0.0, 0.0, 0.0], [0.0, 0.0, 0.0], [0.0, 0.0, 0.0], [0.0, 0.0, 0.0], [-0.1, 0.0, 0.1], [0.0, 0.0, 0.0], [0.0, 0.0, 0.0], [0.0, 0.0, 0.0], [0.0, 0.0, 0.1], [0.0, -0.1, 0.0], [-0.1, 0.0, 0.1], [0.3, 0.2, 0.1], [0.0, 0.0, 0.0], [0.0, 0.0, 0.0], [0.0, 0.0, 0.0], [0.0, 0.1, 0.0], [0.0, 0.0, 0.0], [0.0, 0.0, 0.0], [0.0, 0.0, 0.0]],
  "lowdin_spin": [0.97, 0.00, 0.00, 0.00, 0.00, 0.00, 0.00, 0.00, 0.00, 0.00, 0.00, -0.01, 0.00, 0.00, 0.00, 0.00, -0.01, 0.00, 0.00, 0.00, 0.00, 0.00, 0.00, 0.00, 0.00, 0.00, 0.00, 0.00, 0.00, 0.00, 0.00, 0.00, 0.00, 0.00, 0.00, 0.00, 0.00, 0.00, 0.00, 0.00, 0.00, 0.00, 0.00, 0.00, 0.00, 0.00, 0.00, 0.00, 0.00, 0.00, 0.00, 0.00, 0.00, 0.00, 0.00, 0.00, 0.00, 0.00, 0.00, 0.00, 0.00, 0.00, 0.00, 0.00, 0.00, 0.00, 0.00, 0.00, 0.00, 0.02, 0.00, 0.00, 0.00, 0.00, 0.00, 0.00, 0.00]
}



No. 5
{
  "formula": "C4H10NOP",
  "method": "ωB97M-V/def2-TZVPD",
  "relative_energy_kcal_mol": 108.9,
  "homo_ev": [-8.812, -7.603],
  "gap_ha": [0.3071, 0.2744],
  "species": ["C", "C", "C", "C", "N", "O", "P", "H", "H", "H", "H", "H", "H", "H", "H", "H", "H"],
  "xyz": [[-1.010, -0.683, -0.486], [-0.128, -0.546, 0.910], [-2.658, 0.975, -0.161], [3.396, -0.163, -0.680], [-2.347, -0.327, -0.205], [1.190, -0.533, 0.654], [2.026, 0.791, 0.064], [-0.385, -0.089, -1.173], [-1.002, -1.816, -0.897], [-0.569, 0.530, 1.301], [-0.148, -1.433, 1.618], [-2.552, 1.319, 0.782], [-2.139, 1.656, -0.922], [-3.752, 1.102, -0.413], [3.054, -0.802, -1.571], [3.886, -0.873, 0.059], [4.106, 0.539, -1.022]],
  "atomic_forces_ev_per_a": [[0.9, -3.1, 0.7], [-3.1, 1.0, 0.4], [-2.1, 2.7, -4.7], [-0.8, -2.3, 0.1], [1.2, -3.6, -0.5], [2.8, 0.8, -1.1], [-0.4, -0.7, 0.1], [-0.6, 0.4, -0.1], [0.2, 2.5, 1.1], [1.3, -2.7, -0.2], [-1.4, 1.3, -0.6], [0.5, 1.6, 3.4], [-0.1, -0.7, 1.0], [0.8, -0.1, 0.4], [0.4, 0.9, 1.2], [-0.6, 0.9, -0.8], [1.0, 0.8, -0.5]],
  "lowdin_charge": [-0.24, -0.31, -0.22, -0.39, -0.05, -0.51, 0.88, 0.07, 0.14, 0.14, 0.14, 0.04, 0.11, 0.10, 0.06, 0.05, -0.02]
}